Entry A
Computed, not measured: a 2-piece molecular cluster, C2H6O2 overall, with ωB97M-V/def2-TZVPD.

The molar mass comes out at 62.1 g/mol. The total charge is 0. The HOMO energy (alpha / beta) comes out at -8.308 / -8.310 eV. The HOMO-LUMO gap (alpha / beta) is 0.281 / 0.281 Eh. The SMILES is C=C.OO.

Last column: natural (NBO) charge in e.
Geometry (Å):
1 H 1.569 1.685 -0.104  0.2016
2 C 0.711 -0.145 0.456  -0.2292
3 H 1.383 0.453 -1.454  0.1945
4 H -0.478 -1.397 -0.496  0.5272
5 C 1.284 0.688 -0.404  -0.5090
6 O -1.069 -0.573 -0.284  -0.6090
7 H 0.767 -1.423 0.247  0.1075
8 H -2.722 0.497 -0.081  0.4721
9 H 0.655 0.018 1.522  0.2159
10 O -2.100 0.197 0.598  -0.3715

---

Entry B
Computed, not measured: a 2-piece molecular cluster, C2H6O2 overall, with ωB97M-V/def2-TZVPD.

The molar mass comes out at 62.1 g/mol. The total charge is 0. The HOMO energy comes out at -9.981 eV. The HOMO-LUMO gap is 0.394 Eh. The SMILES is CC=O.O.

Last column: natural (NBO) charge in e.
Geometry (Å):
1 C 0.000 0.000 0.000  -0.7206
2 H 1.028 0.354 0.187  0.2431
3 H 0.052 -0.943 -0.570  0.2459
4 H 4.340 -0.439 1.639  0.4724
5 H -0.485 -0.202 0.970  0.2141
6 O -0.384 1.741 -1.561  -0.5274
7 C -0.904 0.937 -0.743  0.4189
8 O 3.507 -0.814 2.006  -0.9411
9 H -1.987 0.879 -0.478  0.1253
10 H 3.039 -0.043 2.399  0.4694

---

Energies in eV, measured from the most stable structure: entry A 7.298; entry B 0.000.

---

Entry A
Computed, not measured: one molecule with the formula C3H3ClIN, with ωB97M-V/def2-TZVPD.

The molar mass comes out at 215.4 g/mol. The total charge is 0. The HOMO energy comes out at -10.098 eV. The HOMO-LUMO gap is 0.360 Eh. The SMILES is N#C[C@@H](Cl)CI.

Last column: natural (NBO) charge in e.
Geometry (Å):
1 C 0.324 -0.181 -0.455  -0.4964
2 C -0.179 2.237 -0.037  0.2348
3 Cl -2.244 0.497 0.130  0.0205
4 C -0.514 0.870 0.246  -0.3704
5 H -0.096 0.568 1.372  0.2730
6 N 0.148 3.316 -0.049  -0.2495
7 H 0.445 -0.027 -1.576  0.2488
8 I 2.460 0.158 0.055  0.0841
9 H -0.130 -1.127 0.001  0.2551

---

Entry B
Computed, not measured: one molecule with the formula C3H3ClIN, with ωB97M-V/def2-TZVPD.

The molar mass comes out at 215.4 g/mol. The total charge is 0. The HOMO energy comes out at -10.017 eV. The HOMO-LUMO gap is 0.368 Eh. The SMILES is N#C[C@@H](Cl)CI.

Last column: natural (NBO) charge in e.
Geometry (Å):
1 H 0.186 0.085 -1.423  0.2298
2 H -0.495 -0.917 1.458  0.2161
3 C 0.680 1.442 -0.002  0.2396
4 H -0.469 -1.814 -0.127  0.2312
5 C -0.606 -0.861 0.442  -0.4769
6 C 0.548 0.051 -0.494  -0.2944
7 I -2.564 0.028 0.146  0.1098
8 Cl 2.172 -0.540 -0.333  0.0282
9 N 0.547 2.526 0.332  -0.2834

---

Energies in eV, measured from the most stable structure: entry A 0.000; entry B 0.123.

---

Entry A
Computed, not measured: one molecule with the formula C3H6N4O, with ωB97M-V/def2-TZVPD.

The molar mass comes out at 114.1 g/mol. The total charge is 0. The HOMO energy (alpha / beta) comes out at -8.683 / -8.678 eV. The HOMO-LUMO gap (alpha / beta) is 0.317 / 0.317 Eh.

Last column: natural (NBO) charge in e.
Geometry (Å):
1 H -0.316 -0.640 -2.333  0.1308
2 H -0.536 0.257 1.897  0.2280
3 H -2.077 -0.173 1.134  0.2394
4 H -0.788 -1.495 1.289  0.2537
5 H 0.560 1.320 -1.283  0.3554
6 C -1.017 -0.381 1.158  -0.6676
7 H 1.793 2.110 0.789  0.4159
8 C -0.806 -0.812 -1.393  0.3483
9 N 1.580 -0.857 -0.165  -0.1558
10 N 0.200 1.199 -0.351  -0.4342
11 C -0.413 -0.077 -0.189  0.1357
12 N 1.357 1.201 0.412  -0.3329
13 N 2.054 0.089 0.365  0.0118
14 O -1.591 -1.740 -1.330  -0.5284

---

Entry B
Computed, not measured: C3H6N4O as an isolated structure, with ωB97M-V/def2-TZVPD.

The molar mass comes out at 114.1 g/mol. The total charge is 0. The HOMO energy comes out at -9.723 eV. The HOMO-LUMO gap is 0.311 Eh.

Last column: natural (NBO) charge in e.
Geometry (Å):
1 H -0.218 2.053 -0.284  0.4963
2 C -2.412 -0.641 0.150  0.3391
3 H -2.160 -1.647 0.033  0.1615
4 H 2.022 -2.314 0.263  0.4049
5 N 2.293 -1.120 -0.238  -0.8666
6 H 2.571 1.305 -0.548  0.3632
7 N -0.067 -0.719 0.643  -0.5113
8 H 3.232 -1.001 -0.442  0.3916
9 N -1.095 1.469 0.215  -0.8211
10 C 1.260 -0.093 0.101  0.5802
11 O -3.727 -0.507 -0.491  -0.5174
12 N 1.481 1.167 -0.206  -0.7847
13 H -2.070 1.934 0.286  0.4127
14 C -1.111 0.115 0.518  0.3516

---

Energies in eV, measured from the most stable structure: entry A 0.000; entry B 1.788.

---

Entry A
Computed, not measured: one molecule with the formula C3H6N4O, with ωB97M-V/def2-TZVPD.

The molar mass comes out at 114.1 g/mol. The total charge is 0. The HOMO energy (alpha / beta) comes out at -7.470 / -5.948 eV. The HOMO-LUMO gap (alpha / beta) is 0.280 / 0.219 Eh.

Last column: natural (NBO) charge in e.
Geometry (Å):
1 H 2.704 0.211 -1.546  0.2236
2 H 1.507 -1.076 1.487  0.3556
3 N -1.048 0.268 0.060  -0.2952
4 H -3.938 0.299 0.951  0.4106
5 C 0.194 -0.305 0.242  0.4212
6 C -2.146 0.624 0.402  0.5875
7 O 0.525 0.570 -1.890  -0.4980
8 C 2.362 -0.474 -0.878  -0.4324
9 H 2.449 -1.538 -1.328  0.2074
10 N -3.365 1.099 0.727  -0.7910
11 H 2.816 -0.397 0.040  0.1947
12 N 0.859 -0.234 -0.934  0.0237
13 H -3.460 1.865 1.375  0.4131
14 N 0.541 -0.912 1.292  -0.8208

---

Entry B
Computed, not measured: C3H6N4O as an isolated structure, with ωB97M-V/def2-TZVPD.

The molar mass comes out at 114.1 g/mol. The total charge is 0. The HOMO energy comes out at -8.100 eV. The HOMO-LUMO gap is 0.300 Eh.

Last column: natural (NBO) charge in e.
Geometry (Å):
1 C 1.051 -0.901 1.518  0.7525
2 C -0.670 -0.107 0.090  0.2414
3 O 1.560 -1.479 2.451  -0.6268
4 H -1.901 0.963 -1.068  0.3626
5 H -0.148 0.537 -2.544  0.4265
6 N -0.275 -0.635 1.446  -0.6054
7 H 0.514 2.216 -1.347  0.3792
8 H -0.880 -1.546 1.857  0.4073
9 N 0.504 0.937 -1.641  -0.8911
10 N 1.606 -0.132 0.425  -0.6307
11 C 0.477 0.395 -0.336  0.2039
12 N -2.003 0.069 -0.371  -0.7962
13 H -2.367 -0.442 -1.023  0.3598
14 H 2.532 0.124 0.543  0.4170

---

Entry C
Computed, not measured: one molecule with the formula C3H6N4O, with ωB97M-V/def2-TZVPD.

The molar mass comes out at 114.1 g/mol. The total charge is 0. The HOMO energy comes out at -8.886 eV. The HOMO-LUMO gap is 0.343 Eh. The SMILES is [H]/N=c1/ncon1NC.

Last column: natural (NBO) charge in e.
Geometry (Å):
1 O -0.263 1.302 -0.571  -0.3968
2 H 2.773 -0.497 0.440  0.2004
3 N -2.170 0.476 0.475  -0.4365
4 H -1.639 2.666 0.185  0.2174
5 H 1.714 -0.640 1.808  0.2311
6 H -1.607 -2.433 -0.651  0.3320
7 H 1.587 -0.124 -1.357  0.3440
8 N -2.055 -1.753 -0.001  -0.6259
9 N 0.921 -0.697 -0.569  -0.3626
10 C 1.818 -0.095 0.631  -0.5010
11 C -1.342 -0.636 -0.038  0.4599
12 N -0.217 -0.181 -0.744  -0.0306
13 C -1.526 1.556 -0.057  0.3465
14 H 2.007 1.056 0.450  0.2221

---

Entry D
Computed, not measured: a 2-piece molecular cluster, C3H6N4O overall, with ωB97M-V/def2-TZVPD.

The molar mass comes out at 114.1 g/mol. The total charge is 0. The HOMO energy comes out at -8.708 eV. The HOMO-LUMO gap is 0.253 Eh.

Last column: natural (NBO) charge in e.
Geometry (Å):
1 N -0.195 1.962 -0.711  -0.0388
2 H -1.287 1.109 2.290  0.3662
3 C -0.329 -0.052 0.230  0.3680
4 N -0.331 1.249 0.528  -0.1286
5 H 0.913 -1.404 -2.700  0.2464
6 H 1.366 -2.038 -0.916  0.2372
7 H -0.351 -2.148 -1.803  0.2319
8 N -0.480 1.928 1.753  -0.5768
9 H 0.448 1.797 2.254  0.3569
10 C 0.079 -0.223 -1.076  -0.0045
11 O -0.686 -1.093 1.096  -0.5915
12 N 0.055 1.137 -1.659  -0.1875
13 C 0.612 -1.509 -1.611  -0.6656
14 H 0.184 -0.715 2.326  0.3867

---

Energies in eV, measured from the most stable structure: entry A 2.354; entry B 0.000; entry C 2.533; entry D 3.259.

---

Entry A
Computed, not measured: one molecule with the formula C3H6N4O, with ωB97M-V/def2-TZVPD.

The molar mass comes out at 114.1 g/mol. The total charge is 0. The HOMO energy comes out at -7.434 eV. The HOMO-LUMO gap is 0.274 Eh. The SMILES is [H]/N=c1/[nH]c(O)cn1N.

Last column: natural (NBO) charge in e.
Geometry (Å):
1 N -1.704 -0.479 1.760  -0.7222
2 N 0.360 1.606 1.405  -0.6394
3 H 1.584 0.918 -1.387  0.2394
4 N -0.183 0.767 0.338  -0.3073
5 H 1.523 1.722 1.253  0.3584
6 N -0.638 -1.351 -0.286  -0.6270
7 C 0.643 0.408 -0.821  -0.2312
8 C 0.357 -0.948 -1.143  0.4246
9 H -1.485 0.472 2.279  0.3544
10 H 0.377 -1.290 -3.184  0.4923
11 C -0.885 -0.356 0.769  0.5525
12 H -0.043 2.479 1.168  0.3564
13 H -0.816 -2.345 0.018  0.4246
14 O 0.910 -1.603 -2.169  -0.6755

---

Entry B
Computed, not measured: one molecule with the formula C3H6N4O, with ωB97M-V/def2-TZVPD.

The molar mass comes out at 114.1 g/mol. The total charge is 0. The HOMO energy comes out at -8.740 eV. The HOMO-LUMO gap is 0.323 Eh. The SMILES is C=N/N=C\NNC=O.

Last column: natural (NBO) charge in e.
Geometry (Å):
1 H -2.150 -1.955 -0.097  0.1167
2 C 2.646 -0.939 -0.072  -0.0355
3 H -0.407 -0.760 0.209  0.4255
4 H 3.542 -0.224 0.222  0.1833
5 N 1.415 0.838 -0.131  -0.3796
6 O -3.525 -0.174 -0.147  -0.6456
7 H -1.846 1.632 0.022  0.4278
8 N -1.257 -0.246 0.238  -0.4441
9 N 1.396 -0.511 -0.221  -0.3292
10 H 2.807 -1.937 0.081  0.1709
11 N -1.008 1.045 -0.142  -0.4629
12 C 0.333 1.480 -0.025  0.2722
13 H 0.439 2.537 0.169  0.1949
14 C -2.385 -0.786 -0.106  0.5056

---

Entry C
Computed, not measured: one molecule with the formula C3H6N4O, with ωB97M-V/def2-TZVPD.

The molar mass comes out at 114.1 g/mol. The total charge is 0. The HOMO energy comes out at -8.694 eV. The HOMO-LUMO gap is 0.311 Eh. The SMILES is C=N/N=C\N(N)C=O.

Last column: natural (NBO) charge in e.
Geometry (Å):
1 N -1.145 -0.963 -0.248  -0.3260
2 H 2.640 1.142 -0.545  0.1769
3 H -3.910 0.569 0.232  0.1819
4 H -3.106 -1.198 1.017  0.2017
5 N -1.903 0.138 -0.496  -0.2868
6 C 2.249 0.239 0.004  0.5265
7 H -0.109 1.957 0.842  0.3552
8 H 0.787 -1.626 -0.207  0.2540
9 N 0.866 0.372 0.231  -0.3222
10 H -0.433 1.992 -0.707  0.4058
11 N 0.377 1.674 0.030  -0.6763
12 O 2.613 -0.946 0.021  -0.5626
13 C 0.162 -0.739 0.142  0.2092
14 C -3.102 -0.137 0.283  -0.1372

---

Entry D
Computed, not measured: a 3-piece molecular cluster, C3H6N4O overall, with ωB97M-V/def2-TZVPD.

The molar mass comes out at 114.1 g/mol. The total charge is 0. The HOMO energy comes out at -7.898 eV. The HOMO-LUMO gap is 0.271 Eh.

Last column: natural (NBO) charge in e.
Geometry (Å):
1 C 0.118 -1.029 -0.231  0.6595
2 H 0.131 3.001 -0.180  0.3682
3 H -2.111 -0.350 0.458  0.2270
4 N -0.206 2.210 0.589  -0.7587
5 H 2.105 1.300 -1.053  0.2219
6 H 1.729 -1.097 -1.587  0.4136
7 N 1.492 -0.668 -0.585  -0.5816
8 N -1.564 -2.187 0.642  -0.6091
9 O -0.506 0.074 0.381  -0.5075
10 H -1.130 1.815 0.168  0.3847
11 C 0.436 1.103 0.174  0.3846
12 N -0.506 -2.098 -0.332  -0.3644
13 H -1.448 -2.784 1.993  0.3415
14 C 1.460 0.709 -0.437  -0.1799

---

Energies in eV, measured from the most stable structure: entry A 0.175; entry B 0.000; entry C 2.305; entry D 6.955.

---

Entry A
Computed, not measured: C3H6N4O as an isolated structure, with ωB97M-V/def2-TZVPD.

The molar mass comes out at 114.1 g/mol. The total charge is 0. The HOMO energy comes out at -8.889 eV. The HOMO-LUMO gap is 0.347 Eh.

Last column: natural (NBO) charge in e.
Geometry (Å):
1 H -0.171 0.296 -1.270  0.4587
2 N 1.510 -0.910 -0.544  -0.6551
3 C 0.344 0.587 0.908  0.1484
4 H 1.521 -1.184 -1.522  0.3694
5 C -1.382 -1.004 -0.866  0.1179
6 H 1.498 -1.761 0.016  0.3503
7 N 0.255 -0.228 -0.319  -0.4687
8 C -1.019 0.993 1.297  0.2227
9 N -1.628 -0.370 -1.849  -0.5195
10 H -1.693 -1.707 -0.112  0.2098
11 N -2.066 1.341 1.611  -0.2633
12 H 0.870 2.299 0.136  0.4798
13 H 0.758 -0.035 1.708  0.2180
14 O 1.203 1.685 0.803  -0.6684

---

Entry B
Computed, not measured: one molecule with the formula C3H6N4O, with ωB97M-V/def2-TZVPD.

The molar mass comes out at 114.1 g/mol. The total charge is 0. The HOMO energy comes out at -7.318 eV. The HOMO-LUMO gap is 0.297 Eh. The SMILES is [H]/N=c1\oc(N)cn1N.

Last column: natural (NBO) charge in e.
Geometry (Å):
1 N -1.035 0.000 -0.008  -0.2770
2 C 0.927 0.487 -0.763  0.3789
3 N 2.115 0.741 -1.398  -0.8025
4 H 2.856 1.023 -0.713  0.3768
5 H -0.716 1.620 -1.555  0.2353
6 N -0.298 -1.367 1.891  -0.8266
7 C -0.053 -0.623 0.823  0.6641
8 H 0.569 -1.659 2.476  0.3663
9 H 2.066 1.526 -2.057  0.3803
10 H -2.482 0.483 1.039  0.3708
11 H -2.896 -0.845 -0.127  0.3718
12 C -0.345 0.799 -0.879  -0.1708
13 O 1.100 -0.339 0.275  -0.4413
14 N -2.405 0.140 0.037  -0.6261

---

Energies in eV, measured from the most stable structure: entry A 1.916; entry B 0.000.